# C23H37BBrMnN7O6P

A molecular structure, C23H37BBrMnN7O6P (ωB97M-V with the def2-TZVPD basis set, the Open Molecules 2025 dataset).

```
77
Properties=species:S:1:pos:R:3:forces:R:3
Mn -0.300 -0.336 0.460 0.11 -0.29 0.27
C 2.364 -1.080 3.483 0.01 -0.04 0.03
C 1.900 -0.142 2.394 0.25 -0.07 -0.16
C 2.983 0.822 1.929 0.08 0.01 0.02
O 1.438 -0.924 1.247 0.04 -0.31 0.25
C 0.690 0.666 2.816 -0.56 0.33 -0.46
O 0.569 1.144 3.907 0.32 0.14 0.09
O -0.202 0.867 1.836 0.14 -0.05 0.53
H 3.274 -1.599 3.181 -0.01 0.00 -0.01
H 1.587 -1.811 3.709 -0.01 -0.01 0.00
H 2.568 -0.504 4.385 0.01 0.00 -0.02
H 3.858 0.265 1.588 0.00 0.00 0.00
H 3.284 1.456 2.762 0.00 -0.01 0.00
H 2.624 1.457 1.118 0.00 0.01 0.02
H 2.160 -1.128 0.619 -0.01 0.06 -0.13
B 2.080 -1.015 -1.730 -0.11 0.11 -0.09
N 1.667 0.479 -1.509 -0.30 0.00 -0.05
C 2.127 1.575 -2.117 0.13 -0.08 0.00
C 1.461 2.690 -1.631 -0.01 0.06 0.03
C 0.558 2.192 -0.710 0.11 -0.06 -0.08
N 0.692 0.863 -0.650 0.32 0.13 -0.04
N 0.752 -1.808 -1.894 -0.08 0.16 0.07
C 0.365 -2.636 -2.864 0.09 0.01 -0.03
C -0.958 -3.000 -2.652 -0.03 0.03 0.00
C -1.328 -2.316 -1.506 0.02 -0.09 0.05
N -0.284 -1.616 -1.047 0.26 -0.08 -0.10
H 2.697 -1.439 -0.768 0.09 -0.02 -0.05
H 2.732 -1.094 -2.730 -0.02 -0.02 0.08
H 2.908 1.486 -2.853 -0.01 0.02 0.00
H 1.604 3.717 -1.916 -0.01 0.00 -0.02
H -0.180 2.689 -0.106 0.00 0.04 0.04
H 1.054 -2.905 -3.647 -0.02 -0.01 0.00
H -1.568 -3.641 -3.263 0.01 0.00 0.01
H -2.274 -2.266 -0.993 0.00 -0.01 -0.02
C -1.772 -0.599 4.420 -0.14 -0.04 0.08
N -1.167 -1.902 4.121 0.13 0.05 0.13
C -0.619 -2.593 5.282 -0.01 0.04 -0.03
P -1.468 -2.618 2.688 -0.04 0.33 0.08
O -1.146 -1.658 1.565 0.03 -0.39 -0.22
N -3.054 -3.008 2.639 -0.26 -0.07 0.03
C -3.932 -3.099 3.798 -0.01 0.00 -0.03
C -3.576 -3.682 1.455 -0.02 0.03 -0.02
N -0.611 -3.997 2.530 0.02 -0.16 -0.12
C 0.524 -4.189 1.638 0.07 -0.02 0.09
C -1.062 -5.217 3.193 0.02 0.01 0.06
H -1.016 0.068 4.830 -0.12 -0.07 0.04
H -2.586 -0.702 5.143 -0.03 -0.03 0.00
H -2.164 -0.142 3.512 0.03 -0.02 0.00
H 0.045 -1.911 5.816 -0.01 0.00 0.00
H -0.040 -3.461 4.977 0.00 -0.02 -0.02
H -1.407 -2.915 5.972 0.01 0.01 0.01
H -3.469 -2.659 4.675 0.05 0.02 0.02
H -4.170 -4.143 4.020 -0.01 0.00 -0.01
H -4.867 -2.571 3.605 0.00 0.00 -0.01
H -2.858 -3.633 0.639 0.02 0.00 0.02
H -4.504 -3.211 1.127 0.01 0.01 0.00
H -3.780 -4.735 1.669 -0.01 -0.01 0.00
H 0.636 -3.338 0.979 0.01 0.13 -0.08
H 0.351 -5.080 1.030 0.00 0.02 -0.02
H 1.453 -4.331 2.196 0.00 -0.01 0.02
H -1.911 -5.016 3.843 -0.01 0.01 0.00
H -0.262 -5.635 3.808 0.01 0.00 -0.01
H -1.358 -5.968 2.456 0.00 -0.01 -0.02
Br -8.530 0.679 -1.254 -0.10 0.00 0.00
C -6.650 0.709 -1.202 0.05 0.00 0.01
C -5.994 0.208 -0.087 0.05 0.01 -0.01
C -4.610 0.223 -0.053 -0.04 -0.01 0.01
C -3.893 0.740 -1.129 0.03 0.07 -0.11
C -4.565 1.246 -2.237 -0.08 -0.01 0.02
C -5.948 1.232 -2.278 0.06 0.01 -0.01
C -2.404 0.754 -1.158 -0.15 -0.36 0.45
O -1.735 1.155 -2.067 0.06 0.00 -0.18
O -1.908 0.211 -0.014 -0.44 0.51 -0.38
H -6.565 -0.183 0.744 0.00 -0.01 0.00
H -4.085 -0.162 0.812 0.00 0.02 -0.02
H -3.992 1.646 -3.063 0.01 0.00 0.00
H -6.480 1.621 -3.135 0.00 0.00 0.00
```
Forces are in eV/Å.

Its spin multiplicity is 4. The net charge is +1. Its LUMO energy (spin up / spin down) is -0.157 / -0.154 Eh. For the HOMO energy (spin up / spin down), the calculation gives -11.31 / -11.31 eV.


# C23H37BCaCl2F2N4NaO18S3

A molecular structure, C23H37BCaCl2F2N4NaO18S3 (ωB97M-V with the def2-TZVPD basis set, the Open Molecules 2025 dataset).

```
92
Properties=species:S:1:pos:R:3:forces:R:3
O 0.725 -5.077 -3.829 -0.66 -0.18 -0.77
C -0.147 -4.742 -4.578 0.42 0.95 1.23
O -0.857 -5.772 -5.263 -0.50 1.10 -0.04
C -0.491 -3.249 -4.742 -1.23 1.35 -1.28
C -0.066 -2.574 -6.017 -1.59 1.63 1.67
N 0.689 -3.353 -7.020 1.30 0.68 1.34
C 1.886 -3.218 -6.653 0.69 0.68 0.84
S 3.359 -3.019 -6.022 -2.35 -0.35 -1.70
C -0.374 -1.166 -6.218 0.56 -2.44 0.83
N -1.095 -0.450 -5.247 0.80 -2.08 -0.47
C -1.509 -1.055 -4.036 -0.51 -1.83 1.27
S -2.441 0.016 -2.881 0.65 -0.04 -0.61
C -1.229 -2.443 -3.693 1.50 0.17 -2.58
C -1.623 -3.141 -2.364 -2.65 1.11 -0.78
C -3.288 -3.304 -2.354 -1.67 -1.84 0.92
C -3.928 -3.610 -0.845 2.83 0.24 -0.79
O -3.770 -4.648 -2.069 3.14 3.23 -1.45
H -1.758 -5.453 -5.486 0.60 0.35 0.28
H -0.030 -0.665 -7.162 -0.51 -0.34 1.31
H -1.272 0.531 -5.466 -0.23 -0.51 0.56
H -3.484 -0.727 -2.373 0.74 -0.05 -0.65
H -1.371 -2.446 -1.523 0.02 -0.83 -0.64
H -1.237 -4.183 -2.249 -0.06 1.12 -0.06
H -3.895 -2.610 -3.061 0.89 -1.54 1.19
H -2.909 -3.250 -0.419 -0.36 -1.31 -0.27
H -3.895 -4.538 -0.220 -2.04 1.10 0.53
O 3.547 -5.804 -4.745 1.64 -0.80 -2.40
H 2.694 -5.482 -4.465 -0.16 0.07 0.24
C -6.534 0.617 -1.418 -0.18 0.19 -0.01
Cl -5.191 1.568 -0.779 -0.05 -0.09 -0.29
Cl -6.026 -1.031 -1.817 -0.10 -0.08 0.02
H -7.319 0.570 -0.667 0.21 -0.12 0.06
H -6.910 1.097 -2.318 0.15 -0.06 0.04
Na -0.925 -7.380 -6.842 0.44 -0.04 0.00
C -8.147 6.237 4.903 0.06 0.12 -0.26
O -6.912 5.926 4.295 -0.21 -0.23 0.38
C -5.955 5.339 5.166 0.14 -0.13 -0.23
C -5.408 4.009 4.651 0.18 -0.12 -0.13
O -6.337 2.949 4.476 -0.10 0.31 0.01
C -7.348 3.091 3.487 -0.16 -0.03 0.04
C -6.893 3.225 2.036 0.08 0.04 0.20
O -6.140 4.411 1.808 0.31 -0.29 0.02
C -4.901 4.209 1.151 -0.27 0.34 0.07
H -8.160 7.288 5.208 -0.10 -0.02 0.16
H -8.939 6.084 4.166 0.03 0.05 -0.03
H -8.367 5.595 5.763 0.08 0.05 -0.01
H -6.362 5.197 6.172 -0.14 0.00 -0.07
H -5.118 6.042 5.245 0.14 -0.12 0.12
H -4.697 3.647 5.401 -0.14 -0.03 0.07
H -4.816 4.146 3.747 -0.13 0.20 -0.09
H -8.032 3.895 3.761 0.09 0.21 -0.16
H -7.941 2.174 3.550 0.21 -0.10 -0.04
H -7.786 3.284 1.401 -0.17 -0.16 0.06
H -6.332 2.329 1.751 0.05 0.06 0.18
H -4.479 3.219 1.341 -0.05 -0.02 0.08
H -4.197 4.955 1.523 -0.03 0.05 -0.01
H -5.031 4.358 0.075 0.16 -0.08 -0.08
C 4.020 -2.095 -1.737 0.06 0.15 0.55
O 3.105 -1.401 -2.171 -0.07 -0.06 -0.30
N 4.727 -2.951 -2.529 0.15 -0.13 -0.56
N 4.410 -2.074 -0.444 -0.29 0.11 0.05
H 5.477 -3.527 -2.197 -0.07 0.04 0.07
H 4.468 -2.995 -3.496 -0.04 -0.16 0.14
H 3.917 -1.455 0.178 0.19 -0.10 0.11
H 5.158 -2.635 -0.076 0.05 0.19 0.13
C 7.103 1.517 1.323 0.02 -0.24 0.27
C 7.347 0.612 0.149 0.00 -0.38 0.37
O 7.497 -0.580 0.300 0.03 0.11 -0.35
C 7.396 1.245 -1.221 0.08 -0.27 -0.25
H 7.093 0.923 2.239 -0.01 0.03 -0.08
H 7.902 2.257 1.394 -0.18 0.12 -0.11
H 6.136 2.013 1.217 0.09 0.16 -0.05
H 8.207 1.974 -1.264 -0.15 0.14 0.04
H 6.442 1.729 -1.441 0.09 0.16 0.04
H 7.578 0.473 -1.970 -0.02 0.03 0.08
O -5.233 -0.017 2.426 -0.22 -0.13 0.22
H -5.100 0.412 1.582 0.18 0.14 -0.40
Ca 4.662 -6.076 -6.721 -1.58 0.52 2.41
O 10.273 3.139 1.451 -0.22 -0.30 0.10
S 10.449 2.960 2.897 -0.03 -0.07 -0.04
O 9.154 3.124 3.568 0.11 0.44 -0.19
O 11.393 3.960 3.410 -0.12 -0.24 0.35
O 10.978 1.617 3.161 0.33 0.24 -0.25
B 6.050 -1.949 3.750 0.23 -0.60 -1.55
O 6.685 -0.700 4.233 -0.36 -0.25 0.53
C 6.444 -0.603 5.535 1.22 1.77 -0.67
O 6.821 0.300 6.236 -0.19 -0.27 0.06
C 5.642 -1.779 5.975 -1.19 -1.75 0.62
O 5.256 -1.997 7.096 0.17 0.21 -0.13
O 5.411 -2.567 4.933 0.21 0.54 0.29
F 7.030 -2.822 3.215 -0.65 0.47 0.27
F 5.069 -1.652 2.761 0.47 -0.17 0.42
```
Forces are in eV/Å.

The net charge is -1. Its LUMO energy is -0.126 Eh. For the HOMO energy, the calculation gives -4.32 eV.


Listing E for the structures above in their given order: -5824.558722 -5650.907974 Ha.